{
  "formula": "C28H44BBr2CaCl2CsF2I2MgN4O15S",
  "method": "ωB97M-V/def2-TZVPD",
  "orbital_gap_ha": 0.0582,
  "e_lumo_ev": -9.96,
  "charge": 2,
  "symbols": ["C", "C", "S", "C", "N", "C", "I", "C", "I", "C", "C", "O", "O", "C", "C", "C", "N", "O", "C", "N", "C", "C", "C", "O", "C", "C", "C", "C", "C", "O", "O", "H", "H", "H", "H", "H", "H", "H", "H", "H", "H", "H", "H", "H", "H", "H", "H", "H", "H", "H", "H", "H", "H", "H", "H", "H", "H", "Br", "O", "H", "H", "Cs", "Cl", "C", "C", "Cl", "H", "H", "H", "H", "B", "O", "C", "O", "C", "O", "O", "F", "F", "C", "O", "O", "O", "H", "Ca", "C", "C", "C", "O", "C", "N", "H", "H", "H", "H", "H", "H", "H", "H", "H", "H", "H", "Br", "Mg"],
  "coordinates": [[1.092, -2.549, 0.970], [1.337, -1.244, 0.249], [0.640, -1.347, -1.472], [-0.877, -0.294, -1.532], [-1.502, -0.146, -0.225], [-2.213, -1.209, 0.250], [-2.409, -2.960, -0.876], [-2.835, -1.133, 1.472], [-3.976, -2.694, 2.246], [-2.705, 0.036, 2.213], [-3.417, 0.025, 3.560], [-2.847, -0.437, 4.502], [-4.678, 0.433, 3.557], [-5.198, 0.735, 2.236], [-6.692, 0.998, 2.346], [-7.304, 0.196, 3.479], [-7.905, 0.933, 4.493], [-7.248, -1.010, 3.499], [-1.969, 1.113, 1.734], [-1.733, 2.307, 2.486], [-0.765, 2.072, 3.591], [-2.902, 3.026, 2.947], [-3.624, 3.916, 1.971], [-3.252, 2.975, 4.091], [-1.371, 0.998, 0.493], [-0.574, 2.164, -0.032], [-1.490, 3.000, -0.960], [-0.887, 4.372, -1.306], [-1.795, 5.511, -0.824], [-2.965, 5.499, -1.076], [-1.262, 6.517, -0.120], [1.788, -3.318, 0.662], [0.064, -2.886, 0.900], [1.317, -2.363, 2.022], [2.403, -1.061, 0.159], [0.880, -0.413, 0.787], [-0.593, 0.664, -1.935], [-1.570, -0.725, -2.244], [-4.978, -0.088, 1.564], [-4.725, 1.624, 1.838], [-6.812, 2.062, 2.546], [-7.172, 0.795, 1.393], [-8.219, 1.828, 4.135], [-8.728, 0.436, 4.818], [-1.247, 1.817, 4.528], [-0.109, 1.252, 3.310], [-0.135, 2.951, 3.684], [-3.756, 4.857, 2.500], [-4.620, 3.551, 1.750], [-3.051, 4.134, 1.081], [-0.195, 2.743, 0.799], [0.245, 1.814, -0.667], [-2.490, 3.073, -0.552], [-1.600, 2.432, -1.882], [-0.860, 4.424, -2.415], [0.142, 4.501, -0.973], [-0.326, 6.654, -0.330], [-5.506, -0.205, -0.687], [1.444, 1.129, -4.191], [2.196, 0.772, -4.676], [1.311, 0.479, -3.477], [2.574, 2.311, -2.993], [-8.589, -6.583, 4.501], [-7.252, -5.612, 5.160], [-6.578, -4.789, 4.094], [-5.684, -5.816, 2.923], [-6.552, -6.287, 5.644], [-7.674, -4.948, 5.913], [-5.854, -4.118, 4.556], [-7.296, -4.195, 3.535], [7.599, 3.488, 2.935], [7.167, 3.907, 1.458], [6.320, 3.089, 1.070], [5.767, 3.092, -0.078], [6.034, 2.005, 2.104], [5.264, 1.111, 1.843], [6.751, 2.238, 3.142], [7.259, 4.474, 3.775], [8.911, 3.185, 2.901], [4.317, -3.640, 1.895], [3.283, -4.250, 2.244], [5.438, -4.416, 1.728], [4.443, -2.426, 1.684], [5.111, -5.302, 1.948], [6.476, 1.533, -1.207], [4.369, -2.398, -6.931], [5.652, -1.682, -6.521], [6.935, -2.320, -7.067], [7.327, -3.492, -6.395], [6.679, -4.689, -6.809], [5.694, -1.584, -5.050], [4.217, -3.318, -6.367], [3.502, -1.763, -6.745], [4.381, -2.645, -7.992], [5.602, -0.667, -6.929], [7.755, -1.611, -6.916], [6.859, -2.492, -8.147], [6.464, -4.677, -7.880], [5.756, -4.859, -6.250], [7.355, -5.514, -6.597], [6.509, -1.029, -4.796], [5.918, -2.507, -4.685], [1.063, -1.789, -4.103], [-1.111, 6.091, -3.120]],
  "lowdin_charge": [-0.141, -0.435, 0.686, -0.443, -0.056, -0.695, 1.115, -0.670, 1.175, -0.085, -0.556, 0.164, 0.046, -0.255, -0.082, -0.523, 0.163, 0.069, -0.111, -0.048, 0.000, -0.444, 0.049, 0.156, -0.111, -0.094, -0.126, -0.192, -0.697, 0.116, 0.121, 0.072, 0.032, 0.100, 0.064, 0.068, 0.045, 0.057, -0.064, 0.084, 0.115, 0.087, 0.092, 0.114, 0.095, 0.098, 0.095, 0.111, 0.089, 0.044, 0.126, 0.086, 0.116, 0.117, -0.063, 0.117, 0.117, 0.026, -0.745, -0.013, -0.160, 1.247, 0.555, -0.663, -0.671, 0.500, 0.070, 0.077, 0.054, 0.068, -0.959, 0.303, -0.433, -0.206, -0.442, 0.150, 0.287, 0.257, 0.241, -0.791, 0.070, 0.087, 0.033, 0.113, 1.761, -0.060, -0.428, -0.213, -0.187, -0.084, 0.025, 0.072, 0.057, 0.089, 0.130, 0.123, 0.129, 0.097, 0.077, 0.094, 0.044, 0.076, 0.149, 0.884]
}

---

{
  "formula": "C28H44BrCrN3P2",
  "method": "ωB97M-V/def2-TZVPD",
  "orbital_gap_ha": [0.1753, 0.2059],
  "spin_multiplicity": 5,
  "e_lumo_ev": [-7.81, -6.98],
  "charge": 2,
  "e_above_lowest_ev": 2.408,
  "symbols": ["N", "C", "C", "C", "C", "C", "C", "Cr", "P", "C", "C", "C", "C", "C", "C", "C", "Br", "H", "H", "H", "H", "H", "H", "H", "H", "H", "H", "P", "C", "C", "H", "H", "H", "H", "H", "C", "C", "H", "H", "H", "H", "H", "C", "C", "H", "H", "H", "H", "H", "C", "C", "H", "H", "H", "H", "H", "C", "C", "H", "H", "H", "H", "H", "C", "C", "H", "H", "H", "H", "H", "N", "C", "C", "N", "C", "H", "H", "H", "H"],
  "coordinates": [[-5.346, 3.598, -5.101], [-5.381, 3.971, -3.824], [-4.759, 3.220, -2.809], [-3.981, 2.084, -3.165], [-4.001, 1.718, -4.545], [-4.679, 2.510, -5.469], [-3.005, 1.478, -2.288], [-0.968, -0.012, -1.405], [3.364, -0.623, -0.816], [-1.638, 1.372, -2.753], [-0.594, 2.443, -2.511], [0.584, 2.291, -3.254], [1.596, 3.225, -3.187], [1.517, 4.272, -2.255], [0.366, 4.387, -1.437], [-0.727, 3.533, -1.626], [2.939, 5.440, -2.147], [-3.272, 1.227, -1.257], [-1.536, 0.971, -3.779], [-4.847, 3.560, -1.784], [-3.485, 0.833, -4.902], [-5.919, 4.892, -3.591], [-4.676, 2.259, -6.532], [0.658, 1.438, -3.930], [-1.676, 3.728, -1.130], [2.457, 3.139, -3.844], [0.328, 5.165, -0.671], [-1.080, -2.363, -1.853], [4.078, 1.077, -0.660], [5.561, 1.117, -1.055], [3.952, 1.378, 0.396], [3.480, 1.760, -1.292], [5.961, 2.117, -0.853], [6.148, 0.399, -0.469], [5.712, 0.912, -2.123], [2.703, -0.523, -2.496], [3.680, -1.206, -3.469], [2.568, 0.537, -2.746], [1.712, -0.998, -2.513], [3.230, -1.307, -4.465], [4.610, -0.632, -3.587], [3.947, -2.215, -3.124], [2.204, -0.681, 0.565], [2.862, -1.230, 1.837], [1.339, -1.295, 0.265], [1.863, 0.356, 0.701], [2.113, -1.661, 2.509], [3.599, -2.009, 1.600], [3.370, -0.434, 2.395], [-0.558, -3.455, -0.482], [-1.610, -4.444, 0.008], [-0.185, -2.811, 0.331], [0.320, -4.008, -0.853], [-2.399, -3.965, 0.595], [-2.067, -4.977, -0.830], [-1.132, -5.202, 0.639], [-0.081, -2.954, -3.246], [-0.604, -2.640, -4.642], [0.001, -4.040, -3.112], [0.929, -2.546, -3.097], [-1.578, -3.115, -4.808], [-0.702, -1.564, -4.829], [0.098, -3.064, -5.371], [-2.829, -2.658, -2.225], [-3.773, -1.954, -1.240], [-2.961, -3.754, -2.172], [-3.029, -2.336, -3.266], [-4.689, -1.654, -1.765], [-4.063, -2.625, -0.423], [-3.337, -1.052, -0.775], [-0.473, 1.176, 2.364], [-0.847, -0.086, 2.804], [-1.355, -0.751, 1.734], [-1.236, 0.100, 0.617], [-0.695, 1.246, 1.054], [-0.014, 1.900, 2.902], [-0.712, -0.405, 3.829], [-1.846, -1.704, 1.674], [-0.578, 2.143, 0.462]],
  "lowdin_spin": [0.054, -0.012, 0.061, 0.027, 0.056, -0.010, 0.384, 3.632, 0.001, -0.169, 0.008, -0.035, 0.014, -0.056, 0.004, -0.034, -0.026, 0.020, 0.003, 0.002, 0.001, -0.001, -0.001, 0.000, 0.001, 0.002, 0.001, -0.009, 0.000, 0.000, 0.000, 0.000, 0.000, 0.000, 0.000, 0.005, 0.001, 0.000, 0.004, 0.000, 0.000, 0.000, 0.006, 0.001, 0.004, 0.001, 0.000, 0.000, 0.000, 0.006, 0.001, 0.000, 0.000, 0.000, 0.000, 0.000, -0.008, 0.000, -0.002, 0.000, 0.000, 0.000, 0.000, 0.000, 0.017, -0.001, 0.000, 0.001, 0.001, 0.009, 0.005, 0.003, 0.007, 0.004, 0.016, 0.000, 0.000, 0.000, 0.001]
}

---

{
  "formula": "C28H44F3O24Rb4",
  "method": "ωB97M-V/def2-TZVPD",
  "orbital_gap_ha": 0.1396,
  "e_lumo_ev": -4.10,
  "charge": 1,
  "symbols": ["Rb", "Rb", "Rb", "Rb", "C", "O", "O", "C", "F", "F", "F", "C", "C", "H", "H", "H", "H", "H", "H", "C", "C", "C", "O", "C", "C", "C", "O", "O", "O", "H", "H", "C", "O", "C", "O", "O", "C", "H", "H", "H", "H", "H", "H", "C", "O", "C", "O", "O", "C", "H", "H", "H", "H", "H", "H", "C", "O", "C", "O", "O", "C", "H", "H", "H", "H", "H", "H", "C", "O", "C", "O", "O", "C", "H", "H", "H", "H", "H", "H", "C", "O", "C", "O", "O", "C", "H", "H", "H", "H", "H", "H", "C", "O", "C", "O", "O", "C", "H", "H", "H", "H", "H", "H"],
  "coordinates": [[-0.886, 3.303, -3.558], [2.597, 2.911, 3.604], [5.287, -0.681, 2.712], [6.418, -1.795, -0.997], [1.023, 6.355, 3.319], [0.336, 5.070, 3.451], [2.264, 6.106, 2.910], [0.123, 7.334, 2.487], [-0.508, 6.924, 1.384], [-0.837, 7.835, 3.311], [0.912, 8.374, 2.142], [-1.030, 4.900, 3.794], [-1.277, 3.412, 3.655], [-2.359, 3.311, 3.538], [-0.786, 3.095, 2.732], [-0.872, 2.748, 4.419], [-1.724, 5.523, 3.226], [-1.236, 5.186, 4.837], [1.035, 6.748, 4.347], [1.163, 1.432, 0.576], [2.330, 0.723, 0.958], [3.077, -0.063, -0.209], [4.040, -0.822, 0.098], [2.564, -0.014, -1.525], [1.409, 0.664, -1.813], [0.741, 1.480, -0.732], [-0.298, 2.149, -0.978], [1.033, 0.711, -3.014], [2.645, 0.574, 2.175], [0.651, 1.905, 1.398], [3.185, -0.460, -2.288], [-4.374, 0.808, -6.645], [-4.205, -0.078, -5.551], [-3.732, 0.433, -4.435], [-3.440, 1.597, -4.233], [-3.443, -0.572, -3.617], [-2.302, -0.389, -2.744], [-4.502, 0.230, -7.555], [-3.477, 1.420, -6.768], [-5.163, 1.555, -6.548], [-2.207, -1.167, -1.991], [-2.517, 0.528, -2.196], [-1.382, -0.374, -3.326], [2.536, -1.590, -5.097], [3.049, -2.594, -5.938], [3.936, -2.360, -6.881], [4.338, -1.275, -7.225], [4.256, -3.550, -7.386], [5.010, -3.625, -8.572], [1.653, -1.855, -4.524], [2.219, -0.678, -5.612], [3.345, -1.201, -4.476], [4.315, -3.525, -9.407], [5.469, -4.611, -8.658], [5.862, -2.948, -8.648], [2.424, -3.527, -2.413], [2.801, -4.536, -1.484], [4.096, -4.619, -1.136], [4.958, -4.074, -1.773], [4.209, -5.427, -0.094], [5.464, -5.990, 0.152], [1.352, -3.381, -2.413], [2.932, -3.757, -3.356], [2.993, -2.625, -2.165], [6.293, -5.430, 0.600], [5.936, -6.418, -0.737], [5.317, -6.838, 0.820], [-2.765, 0.604, 1.714], [-3.724, 1.642, 1.732], [-5.029, 1.294, 1.755], [-5.436, 0.165, 1.697], [-5.717, 2.400, 1.836], [-7.134, 2.285, 1.763], [-1.734, 0.871, 1.919], [-2.817, 0.261, 0.671], [-2.965, -0.342, 2.223], [-7.492, 1.594, 2.524], [-7.395, 1.897, 0.777], [-7.618, 3.252, 1.855], [-4.241, -2.894, 1.013], [-2.965, -2.907, 0.379], [-1.882, -2.767, 1.093], [-1.839, -2.500, 2.268], [-0.798, -2.956, 0.321], [0.438, -2.464, 0.815], [-4.432, -1.924, 1.470], [-4.193, -3.661, 1.790], [-4.993, -3.154, 0.276], [0.663, -2.909, 1.789], [0.410, -1.402, 1.073], [1.188, -2.697, 0.068], [0.468, -1.455, 4.672], [-0.443, -0.594, 5.319], [-0.140, 0.510, 6.000], [0.925, 1.087, 5.948], [-1.172, 0.799, 6.751], [-1.093, 1.937, 7.598], [0.867, -1.046, 3.744], [-0.049, -2.375, 4.406], [1.278, -1.784, 5.327], [-0.188, 1.854, 8.200], [-1.958, 2.012, 8.251], [-1.066, 2.872, 7.036]],
  "lowdin_charge": [0.943, 0.925, 0.948, 0.992, -0.511, -0.190, -0.236, -0.547, 0.143, 0.097, 0.122, -0.272, -0.058, 0.082, 0.062, 0.058, 0.114, 0.119, 0.140, -0.001, -0.374, -0.349, -0.317, -0.013, -0.359, -0.356, -0.097, -0.039, -0.296, 0.094, 0.094, -0.033, 0.035, -0.612, 0.039, 0.013, 0.003, 0.100, 0.092, 0.102, 0.092, 0.086, 0.090, -0.054, 0.012, -0.612, 0.135, 0.005, -0.048, 0.091, 0.103, 0.090, 0.104, 0.093, 0.097, -0.024, 0.019, -0.600, 0.000, 0.045, -0.056, 0.114, 0.100, 0.069, 0.092, 0.109, 0.106, -0.039, 0.008, -0.609, 0.128, 0.025, -0.026, 0.085, 0.098, 0.077, 0.100, 0.100, 0.096, -0.004, 0.008, -0.624, 0.121, 0.006, -0.023, 0.068, 0.105, 0.102, 0.093, 0.092, 0.082, -0.037, 0.018, -0.622, 0.082, 0.029, -0.018, 0.081, 0.089, 0.098, 0.101, 0.100, 0.095]
}

---

| no. | calculated total energy (eV) |
| --- | --- |
| 1 | -289110.2805 |
| 2 | -151244.4089 |
| 3 | -89658.0790 |